Model P:
Formula: CHN2OS
Source: OMol25
Level of theory: ωB97M-V/def2-TZVPD

Calculated values
* multiplicity: 1
* charge: -1
* HOMO (alpha / beta): -2.855 / -2.852 eV
* HOMO-LUMO gap (alpha / beta): 6.52 / 6.51 eV
* SMILES: N#CN([O-])S

Element x y z (Å)
N (-1.83, 0.60, 0.66)
C (-0.94, -0.06, 0.29)
N (0.25, -0.71, 0.26)
O (0.42, -1.91, -0.25)
S (1.56, 0.76, -0.24)
H (0.54, 1.33, -0.73)

***

Model Q:
Formula: CHN2OS
Source: OMol25
Level of theory: ωB97M-V/def2-TZVPD

Calculated values
* multiplicity: 1
* charge: -1
* HOMO (alpha / beta): -4.428 / -3.303 eV
* HOMO-LUMO gap (alpha / beta): 7.87 / 5.36 eV

Element x y z (Å)
C (-0.29, 0.94, -0.22)
N (-1.09, 1.52, 0.39)
N (0.04, 0.18, -1.21)
O (1.15, 0.30, -1.83)
S (0.57, -1.77, 1.11)
H (-0.38, -1.16, 1.75)

***

Energy ordering: model P at the bottom, the next structure 5.7 kcal/mol above.

***

Model P:
Formula: C4H5BrN2
Source: OMol25
Level of theory: ωB97M-V/def2-TZVPD

Calculated values
* multiplicity: 1
* HOMO: -9.054 eV
* HOMO-LUMO gap: 8.70 eV
* SMILES: C=C/N=C\C=N\Br

Element x y z (Å)
C (0.12, 1.10, -1.15)
C (1.34, 0.56, -0.92)
N (1.56, 0.02, 0.33)
C (0.74, -0.62, 1.01)
C (-0.71, -0.85, 0.98)
N (-1.56, -0.08, 0.53)
Br (-3.29, -0.37, 0.00)
H (-0.61, 1.02, -0.36)
H (0.02, 1.50, -2.08)
H (2.22, 0.63, -1.54)
H (1.19, -1.09, 1.85)
H (-1.01, -1.81, 1.34)

***

Model Q:
Formula: C4H5BrN2
Source: OMol25
Level of theory: ωB97M-V/def2-TZVPD

Calculated values
* multiplicity: 1
* HOMO: -7.693 eV
* HOMO-LUMO gap: 8.63 eV
* SMILES: Nc1c[nH]cc1Br

Element x y z (Å)
N (-1.95, 0.47, -0.44)
C (-0.65, 0.28, -0.02)
C (0.30, -0.64, -0.36)
N (1.40, -0.51, 0.45)
C (1.22, 0.48, 1.35)
C (0.00, 1.05, 1.15)
Br (-0.80, 2.50, 2.04)
H (-2.10, 0.28, -1.42)
H (-2.35, 1.34, -0.14)
H (0.28, -1.37, -1.14)
H (2.20, -1.12, 0.42)
H (1.96, 0.74, 2.09)

***

Energy ordering: model Q at the bottom, the next structure 84.4 kcal/mol above.

***

Model P:
Formula: CH3I3Si
Source: OMol25
Level of theory: ωB97M-V/def2-TZVPD

Calculated values
* multiplicity: 1
* HOMO: -9.439 eV
* HOMO-LUMO gap: 8.48 eV
* SMILES: C[Si](I)(I)I

Element x y z (Å)
C (-0.09, 0.28, 0.41)
Si (-1.14, -0.40, 1.76)
I (-3.21, 0.97, 2.04)
I (-1.87, -2.99, 1.71)
I (0.33, -0.41, 3.81)
H (-0.37, -0.02, -0.50)
H (-0.10, 1.35, 0.39)
H (1.06, -0.04, 0.51)

***

Model Q:
Formula: CH3I3Si
Source: OMol25
Level of theory: ωB97M-V/def2-TZVPD

Calculated values
* multiplicity: 1
* HOMO (alpha / beta): -9.673 / -7.689 eV
* HOMO-LUMO gap (alpha / beta): 8.31 / 4.26 eV

Element x y z (Å)
C (-0.11, -0.36, 0.45)
Si (-1.25, -1.83, 0.77)
I (-0.52, -3.88, -0.37)
I (4.69, -1.57, 0.27)
I (-3.61, -1.40, 0.32)
H (0.72, -0.29, 1.25)
H (0.22, -0.35, -0.60)
H (-0.69, 0.52, 0.46)

***

Energy ordering: model P at the bottom, the next structure 61.6 kcal/mol above.

***

Model P:
Formula: C33H88O33S11
Source: OMol25
Level of theory: ωB97M-V/def2-TZVPD

Calculated values
* multiplicity: 1
* HOMO: -10.738 eV
* HOMO-LUMO gap: 10.83 eV
* SMILES: CCOS(C)(=O)=O.CCOS(C)(=O)=O.CCOS(C)(=O)=O.CCOS(C)(=O)=O.CCOS(C)(=O)=O.CCOS(C)(=O)=O.CCOS(C)(=O)=O.CCOS(C)(=O)=O.CCOS(C)(=O)=O.CCOS(C)(=O)=O.CCOS(C)(=O)=O

Element x y z (Å)
C (3.82, 2.52, -3.74)
C (3.50, 1.21, -4.43)
O (2.15, 1.02, -4.19)
S (1.35, -0.19, -5.03)
C (2.24, -1.68, -4.29)
O (-0.04, -0.27, -4.56)
O (1.71, -0.05, -6.46)
H (3.64, 2.54, -2.66)
H (3.44, 3.41, -4.25)
H (4.90, 2.62, -3.86)
H (3.71, 1.28, -5.50)
H (4.19, 0.44, -4.06)
H (3.31, -1.65, -4.49)
H (1.85, -2.61, -4.71)
H (2.02, -1.80, -3.23)
C (-7.24, -4.64, -2.66)
C (-7.46, -4.00, -1.24)
O (-7.23, -2.62, -1.27)
S (-5.71, -1.88, -1.09)
C (-5.53, -2.03, 0.77)
O (-4.72, -2.84, -1.67)
O (-5.77, -0.47, -1.43)
H (-7.25, -3.87, -3.44)
H (-7.93, -5.48, -2.75)
H (-6.27, -5.11, -2.77)
H (-8.48, -4.11, -0.87)
H (-6.93, -4.56, -0.47)
H (-4.71, -1.40, 1.11)
H (-5.39, -3.05, 1.13)
H (-6.48, -1.69, 1.19)
C (2.21, 2.76, 4.42)
C (0.71, 2.38, 4.52)
O (0.57, 1.07, 5.00)
S (-0.99, 0.44, 5.12)
C (-1.43, 0.14, 3.32)
O (-0.76, -0.87, 5.73)
O (-1.96, 1.39, 5.68)
H (2.83, 2.48, 5.27)
H (2.34, 3.80, 4.11)
H (2.58, 2.20, 3.56)
H (0.21, 3.00, 5.26)
H (0.31, 2.57, 3.53)
H (-0.57, -0.32, 2.85)
H (-1.68, 1.11, 2.87)
H (-2.34, -0.46, 3.25)
C (-2.39, -0.40, -1.81)
C (-1.25, -1.05, -1.17)
O (-0.73, -0.09, -0.26)
S (0.96, -0.13, -0.08)
C (1.38, 1.28, -1.18)
O (1.21, 0.36, 1.24)
O (1.54, -1.34, -0.60)
H (-3.21, -0.13, -1.14)
H (-2.78, -1.22, -2.42)
H (-2.09, 0.40, -2.49)
H (-1.52, -1.95, -0.62)
H (-0.49, -1.23, -1.93)
H (0.92, 2.16, -0.73)
H (0.98, 0.99, -2.15)
H (2.46, 1.29, -1.27)
C (7.43, -4.26, -1.84)
C (6.19, -3.39, -1.98)
O (6.21, -2.66, -0.81)
S (4.76, -2.00, -0.41)
C (3.81, -3.50, -0.13)
O (4.83, -1.37, 0.93)
O (4.25, -1.38, -1.60)
H (8.36, -3.79, -1.50)
H (7.67, -4.74, -2.79)
H (7.34, -5.11, -1.16)
H (6.36, -2.73, -2.84)
H (5.28, -3.96, -2.14)
H (4.49, -4.33, 0.08)
H (3.29, -3.67, -1.08)
H (3.24, -3.12, 0.72)
C (-4.76, -0.32, -4.61)
C (-5.80, 0.01, -5.64)
O (-5.85, -1.11, -6.52)
S (-7.40, -1.52, -7.09)
C (-7.76, -0.02, -8.17)
O (-7.22, -2.72, -7.93)
O (-8.37, -1.54, -5.97)
H (-4.98, -1.23, -4.05)
H (-4.77, 0.53, -3.92)
H (-3.76, -0.52, -5.00)
H (-6.74, 0.09, -5.10)
H (-5.61, 0.86, -6.30)
H (-7.76, 0.89, -7.57)
H (-8.74, -0.11, -8.63)
H (-6.98, 0.03, -8.93)
C (2.14, 5.54, -1.76)
C (1.91, 6.76, -0.86)
O (2.50, 7.81, -1.68)
S (3.37, 9.02, -0.86)
C (1.99, 9.96, -0.05)
O (4.21, 8.36, 0.14)
O (3.99, 9.86, -1.90)
H (1.71, 5.69, -2.75)
H (1.67, 4.65, -1.35)
H (3.21, 5.33, -1.76)
H (0.90, 6.90, -0.48)
H (2.52, 6.52, 0.01)
H (1.47, 9.27, 0.62)
H (1.30, 10.33, -0.80)
H (2.49, 10.70, 0.58)
C (0.37, -6.10, 2.71)
C (-0.84, -6.62, 1.88)
O (-1.88, -5.69, 2.24)
S (-2.13, -4.30, 1.33)
C (-2.84, -5.12, -0.19)
O (-3.14, -3.48, 2.09)
O (-0.89, -3.68, 0.91)
H (0.64, -5.17, 2.21)
H (1.20, -6.81, 2.73)
H (0.06, -5.88, 3.73)
H (-0.69, -6.69, 0.80)
H (-1.08, -7.60, 2.28)
H (-2.19, -5.98, -0.35)
H (-2.79, -4.49, -1.08)
H (-3.87, -5.44, -0.01)
C (-4.21, 1.38, 1.23)
C (-5.15, 1.38, 2.51)
O (-4.74, 0.26, 3.32)
S (-5.67, -0.12, 4.68)
C (-5.30, 1.51, 5.54)
O (-7.06, -0.03, 4.28)
O (-5.06, -1.22, 5.41)
H (-3.42, 0.65, 1.38)
H (-3.63, 2.29, 1.04)
H (-4.73, 1.12, 0.31)
H (-5.04, 2.29, 3.10)
H (-6.18, 1.31, 2.17)
H (-5.96, 2.23, 5.08)
H (-4.26, 1.82, 5.42)
H (-5.61, 1.55, 6.59)
C (6.72, 5.79, 0.03)
C (6.41, 4.34, 0.23)
O (5.16, 4.32, 0.81)
S (4.28, 2.86, 0.80)
C (5.16, 1.99, 2.22)
O (2.92, 3.16, 1.21)
O (4.52, 2.17, -0.49)
H (6.09, 6.22, -0.76)
H (7.75, 5.95, -0.30)
H (6.36, 6.37, 0.88)
H (6.52, 3.79, -0.70)
H (7.09, 3.92, 0.97)
H (6.22, 2.00, 1.97)
H (4.85, 0.96, 2.35)
H (5.01, 2.58, 3.12)
C (4.10, -0.44, 6.26)
C (4.15, -1.36, 5.04)
O (3.45, -2.48, 5.42)
S (2.89, -3.53, 4.16)
C (1.39, -2.66, 3.70)
O (3.88, -3.55, 3.08)
O (2.53, -4.80, 4.83)
H (3.10, -0.06, 6.48)
H (4.87, 0.33, 6.21)
H (4.39, -1.06, 7.11)
H (3.82, -0.81, 4.16)
H (5.22, -1.55, 4.94)
H (0.63, -3.36, 3.36)
H (1.69, -1.96, 2.92)
H (0.86, -2.24, 4.56)

***

Model Q:
Formula: C33H88O33S11
Source: OMol25
Level of theory: ωB97M-V/def2-TZVPD

Calculated values
* multiplicity: 1
* HOMO: -10.732 eV
* HOMO-LUMO gap: 10.57 eV
* SMILES: CCOS(C)(=O)=O.CCOS(C)(=O)=O.CCOS(C)(=O)=O.CCOS(C)(=O)=O.CCOS(C)(=O)=O.CCOS(C)(=O)=O.CCOS(C)(=O)=O.CCOS(C)(=O)=O.CCOS(C)(=O)=O.CCOS(C)(=O)=O.CCOS(C)(=O)=O

Element x y z (Å)
C (20.28, 13.09, 10.74)
C (20.16, 14.56, 10.28)
O (18.76, 14.89, 10.18)
S (18.42, 16.46, 9.61)
C (18.52, 17.28, 11.26)
O (19.54, 16.88, 8.76)
O (17.03, 16.44, 9.21)
H (19.93, 12.40, 9.97)
H (19.62, 12.95, 11.59)
H (21.34, 12.87, 10.86)
H (20.65, 15.19, 11.02)
H (20.65, 14.57, 9.31)
H (17.95, 16.69, 11.98)
H (18.10, 18.28, 11.09)
H (19.58, 17.32, 11.48)
C (21.05, 13.96, 14.77)
C (21.21, 15.44, 15.00)
O (21.13, 16.15, 13.75)
S (21.38, 17.77, 13.85)
C (19.61, 18.24, 14.34)
O (22.31, 18.05, 14.97)
O (21.60, 18.25, 12.49)
H (21.73, 13.59, 14.00)
H (20.12, 13.60, 14.34)
H (21.16, 13.43, 15.72)
H (20.34, 15.76, 15.57)
H (22.10, 15.66, 15.59)
H (18.99, 17.77, 13.57)
H (19.57, 19.33, 14.37)
H (19.49, 17.89, 15.36)
C (10.76, 8.37, 16.14)
C (12.11, 8.17, 15.55)
O (12.79, 9.35, 15.82)
S (13.86, 9.96, 14.73)
C (12.68, 10.51, 13.39)
O (14.53, 11.12, 15.33)
O (14.66, 8.85, 14.25)
H (10.18, 7.45, 16.21)
H (10.26, 9.15, 15.56)
H (10.78, 8.82, 17.13)
H (12.57, 7.25, 15.91)
H (11.88, 7.97, 14.50)
H (11.97, 11.19, 13.85)
H (12.13, 9.64, 13.02)
H (13.27, 10.98, 12.60)
C (12.52, 14.48, 12.89)
C (12.49, 15.93, 12.41)
O (13.78, 16.47, 12.61)
S (14.06, 18.08, 12.25)
C (13.11, 18.78, 13.65)
O (15.47, 18.33, 12.42)
O (13.39, 18.33, 10.96)
H (13.02, 14.35, 13.85)
H (12.95, 13.82, 12.14)
H (11.49, 14.21, 13.10)
H (12.26, 16.01, 11.35)
H (11.69, 16.49, 12.89)
H (13.75, 19.50, 14.15)
H (12.85, 18.00, 14.37)
H (12.20, 19.22, 13.25)
C (8.19, 10.80, 18.63)
C (9.64, 11.27, 18.60)
O (10.07, 11.75, 17.33)
S (11.05, 13.08, 17.29)
C (12.38, 12.33, 18.29)
O (11.43, 13.31, 15.88)
O (10.37, 14.13, 18.06)
H (8.00, 10.15, 17.77)
H (7.44, 11.59, 18.64)
H (7.94, 10.23, 19.52)
H (9.67, 11.90, 19.49)
H (10.30, 10.45, 18.89)
H (12.02, 12.25, 19.32)
H (13.25, 12.99, 18.24)
H (12.67, 11.42, 17.77)
C (16.07, 18.62, 19.86)
C (16.99, 17.68, 18.94)
O (18.08, 17.29, 19.76)
S (19.48, 16.67, 19.04)
C (18.84, 14.94, 18.54)
O (19.79, 17.44, 17.82)
O (20.48, 16.59, 20.14)
H (15.34, 19.19, 19.28)
H (16.67, 19.28, 20.48)
H (15.42, 18.02, 20.50)
H (16.46, 16.78, 18.65)
H (17.28, 18.20, 18.03)
H (18.66, 14.29, 19.40)
H (19.63, 14.54, 17.92)
H (17.97, 15.04, 17.89)
C (13.84, 15.77, 16.55)
C (15.16, 15.89, 15.82)
O (15.83, 14.64, 15.96)
S (17.08, 14.35, 14.83)
C (16.05, 13.66, 13.50)
O (17.65, 15.63, 14.42)
O (17.99, 13.34, 15.40)
H (13.97, 15.35, 17.54)
H (13.19, 15.13, 15.96)
H (13.40, 16.77, 16.64)
H (14.99, 16.14, 14.77)
H (15.79, 16.70, 16.20)
H (15.56, 12.75, 13.81)
H (16.84, 13.50, 12.75)
H (15.40, 14.43, 13.09)
C (19.57, 9.17, 10.02)
C (19.67, 9.43, 11.55)
O (18.54, 8.75, 12.17)
S (18.48, 8.78, 13.86)
C (17.54, 10.35, 13.86)
O (17.66, 7.64, 14.28)
O (19.82, 8.97, 14.46)
H (18.68, 9.65, 9.59)
H (19.59, 8.13, 9.71)
H (20.41, 9.69, 9.55)
H (20.57, 8.98, 11.96)
H (19.72, 10.47, 11.88)
H (16.61, 10.26, 13.31)
H (18.19, 11.08, 13.39)
H (17.38, 10.63, 14.90)
C (12.49, 10.77, 7.94)
C (13.25, 11.38, 9.09)
O (14.66, 11.31, 8.85)
S (15.76, 11.92, 9.89)
C (15.36, 13.67, 9.70)
O (15.39, 11.67, 11.26)
O (17.13, 11.72, 9.33)
H (12.91, 9.79, 7.71)
H (12.51, 11.43, 7.07)
H (11.44, 10.75, 8.23)
H (12.97, 12.41, 9.28)
H (12.97, 10.92, 10.03)
H (15.51, 13.90, 8.64)
H (16.15, 14.15, 10.28)
H (14.35, 13.85, 10.05)
C (13.34, 9.80, 20.18)
C (14.76, 10.36, 20.20)
O (14.68, 11.56, 19.54)
S (16.04, 12.54, 19.50)
C (16.90, 11.77, 18.05)
O (15.65, 13.92, 19.18)
O (16.83, 12.32, 20.76)
H (13.26, 8.89, 20.76)
H (13.16, 9.56, 19.13)
H (12.65, 10.60, 20.42)
H (15.08, 10.55, 21.22)
H (15.53, 9.78, 19.70)
H (16.21, 11.69, 17.21)
H (17.33, 10.88, 18.51)
H (17.63, 12.54, 17.82)
C (11.82, 17.26, 19.66)
C (10.70, 17.76, 18.71)
O (11.27, 18.28, 17.54)
S (11.03, 19.87, 17.03)
C (12.55, 20.71, 17.78)
O (11.08, 19.87, 15.59)
O (9.85, 20.41, 17.68)
H (12.01, 18.04, 20.40)
H (12.69, 17.12, 19.01)
H (11.52, 16.38, 20.24)
H (10.03, 16.95, 18.43)
H (10.02, 18.47, 19.19)
H (13.42, 20.16, 17.44)
H (12.51, 20.75, 18.87)
H (12.53, 21.75, 17.44)

***

Energy ordering: model Q at the bottom, the next structure 42.2 kcal/mol above.